No. 1
The following is a DFT calculation (ωB97M-V with the def2-TZVPD basis set) of a structure of composition C2HFN2O2.

The calculation puts the strongest force on any atom at 5.07 eV Å⁻¹. As for the charge: 0. The energy above the lowest of the compared OMol25 structures with the same formula, charge and spin is 250.3 kJ/mol. The frontier orbital gap comes out at 10.23 eV. The energy comes out at -11880.0443 eV. The calculation puts the highest occupied orbital energy at -0.3774 hartree.

Last column: natural (NBO) charge in e.
CARTESIAN COORDINATES (ANGSTROEM)
C1 -1.23389 -0.68182 0.04446  0.851
C2 0.54824 0.98116 -0.06170  0.847
N1 -0.17146 -1.22011 -0.09086  -0.256
N2 0.87252 -0.44081 -0.05134  -0.473
O1 1.42538 1.78782 -0.00791  -0.602
O2 -0.75817 1.10915 -0.08988  -0.571
F1 -2.49285 -0.85694 -0.03431  -0.222
H1 1.81022 -0.67846 0.29153  0.426

No. 2
The following is a DFT calculation (ωB97M-V with the def2-TZVPD basis set) of a structure of composition C25H38BInN8O4Si.

The calculation puts the strongest force on any atom at 3.05 eV Å⁻¹. As for the charge: 0. The energy above the lowest of the compared OMol25 structures with the same formula, charge and spin is 225.8 kJ/mol. The frontier orbital gap comes out at 8.56 eV. The energy comes out at -60384.6947 eV. The calculation puts the highest occupied orbital energy at -0.3148 hartree.

Last column: Löwdin charge in e.
CARTESIAN COORDINATES (ANGSTROEM)
In1 -0.11696 -0.42685 0.32303  0.919
C1 -3.09211 2.00369 -0.06006  -0.043
C2 -1.91178 2.07140 -0.96008  -0.356
C3 -1.92329 2.59330 -2.28502  0.021
C4 -0.55882 2.65032 -2.68911  -0.288
C5 -0.00596 3.16317 -3.97012  -0.016
N1 0.17508 2.04326 -1.73030  0.047
N2 -0.66605 1.69954 -0.61358  0.043
B1 1.72390 1.64874 -1.54716  -0.450
N3 2.08633 1.75929 -0.00054  -0.009
N4 2.43921 0.63673 0.69086  0.074
C6 2.79444 0.97093 1.98185  -0.335
C7 3.24599 0.04355 3.04673  -0.033
C8 2.70663 2.36162 2.09589  -0.001
C9 2.29103 2.87042 0.84857  -0.259
C10 2.13249 4.22505 0.30513  -0.036
N5 1.99798 0.16110 -1.97136  0.011
N6 1.20512 -0.87938 -1.53889  0.030
C11 1.82354 -2.04364 -1.82123  -0.298
C12 1.20974 -3.40497 -1.59154  -0.010
C13 3.07790 -1.76433 -2.43928  0.045
C14 3.15075 -0.35872 -2.43770  -0.248
C15 4.28865 0.54308 -2.91945  -0.013
H1 -4.07190 1.92165 -0.55396  0.085
H2 -2.99682 2.88313 0.66306  0.105
H3 -2.99012 1.12578 0.65452  0.037
H4 -2.77695 2.88104 -2.90940  0.116
H5 1.07456 3.31005 -3.72507  0.074
H6 -0.47833 4.18206 -4.18532  0.108
H7 -0.28117 2.45933 -4.77271  0.094
H8 2.41243 2.48571 -2.23301  0.115
H9 3.35901 -0.94508 2.56902  0.088
H10 2.54817 0.07377 3.93544  0.097
H11 4.24622 0.35199 3.37929  0.083
H12 2.84575 3.01159 2.93736  0.103
H13 2.43695 4.21675 -0.72044  0.054
H14 2.79898 4.94520 0.87880  0.106
H15 1.07181 4.54976 0.40519  0.095
H16 0.17336 -3.39868 -1.91622  0.057
H17 1.20071 -3.69764 -0.53448  0.069
H18 1.87766 -4.09689 -2.16052  0.096
H19 3.83695 -2.46453 -2.66954  0.097
H20 3.92366 1.33887 -3.51908  0.049
H21 5.04104 0.03218 -3.50589  0.076
H22 4.70784 1.00660 -2.00488  0.096
C16 -1.62530 1.53831 3.54078  0.040
C17 -0.97812 0.15861 3.57283  -0.321
N7 -0.41590 -0.43496 2.55256  0.107
C18 0.11039 -1.67889 3.07831  -0.083
C19 -0.31975 -1.79420 4.35208  -0.080
N8 -0.96727 -0.61666 4.65758  0.188
C20 -0.09697 -2.70084 5.47466  -0.445
O1 0.50875 -3.90294 5.23502  0.097
O2 -0.53645 -2.44169 6.56889  0.112
C21 0.84945 -2.59716 2.21773  -0.526
O3 1.36785 -3.65913 2.65004  0.041
O4 1.03427 -2.14263 1.02198  -0.097
H23 -0.97549 2.36857 3.35688  0.075
H24 -2.15692 1.75270 4.49652  0.097
H25 -2.32549 1.56323 2.69125  0.065
H26 -1.40666 -0.44808 5.56807  0.186
H27 0.91093 -3.97152 4.28641  0.105
C22 -3.35686 -3.63542 -1.24580  -0.191
Si1 -3.07258 -1.84176 -1.50027  0.455
C23 -2.06911 -1.46664 -3.11653  -0.164
C24 -4.60651 -0.80801 -1.95281  -0.183
C25 -2.29476 -1.28696 0.11792  -0.290
H28 -2.52365 -4.34436 -1.55333  0.059
H29 -4.22010 -3.93988 -1.78621  0.008
H30 -3.49449 -3.83750 -0.17831  0.030
H31 -2.63256 -1.61694 -4.02817  0.027
H32 -1.18023 -2.08005 -3.03376  -0.008
H33 -1.69388 -0.45913 -3.17413  0.005
H34 -4.27652 0.14160 -2.33587  0.008
H35 -5.24321 -0.63903 -1.09947  0.017
H36 -5.25290 -1.23768 -2.69679  0.022
H37 -2.12126 -2.06684 0.87359  -0.016
H38 -2.97232 -0.61406 0.65959  -0.036

- What is the formula in the first record?
  C2HFN2O2

- frontier orbital gap of number 1 (C2HFN2O2)?
  10.23 eV

- Which of these has the highest strongest force on any atom?
  C2HFN2O2